Density functional theory data (ωB97M-V/def2-TZVPD) for a molecular structure, C17H24Br45N3O5PS2 in a non-equilibrium geometry.

The geometry in ORCA input format:
```
! RIJCOSX wB97M-V def2-TZVPD def2/J DEFGRID3
* xyz -1 1
N 3.25 -0.60 -1.88
C 2.94 0.52 -0.99
C 2.99 0.18 0.50
S 4.39 -0.74 1.18
O 3.79 -1.51 2.26
O 5.01 -1.61 0.20
N 5.49 0.23 1.88
S 6.08 1.32 0.83
O 5.06 2.12 0.16
O 6.99 2.16 1.58
P 7.40 0.52 -0.73
N 7.88 -1.08 -0.29
O 6.45 0.28 -2.05
H 3.16 -0.36 -2.85
H 2.74 -1.44 -1.64
H 3.56 1.36 -1.28
H 1.90 0.85 -1.17
H 2.94 1.12 1.04
H 2.10 -0.39 0.74
H 8.84 -1.20 -0.59
H 7.30 -1.69 -0.87
H 5.53 0.54 -1.84
C -0.59 -1.13 -2.88
Br 0.18 -2.56 -1.84
Br -1.55 0.11 -1.76
Br 0.73 -0.18 -3.91
H -1.29 -1.58 -3.56
C 8.27 -0.98 4.62
Br 7.86 0.82 5.16
Br 8.02 -1.26 2.74
Br 10.05 -1.51 5.20
H 7.57 -1.62 5.15
C 5.70 3.61 7.77
Br 5.40 1.71 7.70
Br 6.79 4.21 6.31
Br 4.03 4.58 7.86
H 6.23 3.82 8.68
C -4.74 1.52 0.37
Br -4.03 0.30 1.67
Br -6.43 2.28 0.90
Br -3.43 2.87 -0.05
H -4.92 0.96 -0.53
C -4.02 -1.13 -6.25
Br -3.20 -2.59 -5.30
Br -4.97 0.03 -5.04
Br -2.74 -0.17 -7.32
H -4.74 -1.56 -6.92
C 0.20 5.05 1.08
Br 0.43 4.53 2.92
Br 0.26 3.54 -0.10
Br -1.40 6.09 0.84
H 1.05 5.68 0.82
C -4.96 -6.02 -5.09
Br -4.79 -6.57 -3.25
Br -4.77 -7.51 -6.30
Br -6.60 -5.06 -5.40
H -4.15 -5.34 -5.30
C 3.35 7.78 2.17
Br 3.59 7.26 4.01
Br 3.45 6.27 0.99
Br 1.71 8.76 1.91
H 4.17 8.44 1.92
C -1.59 -2.44 3.42
Br -0.67 -0.77 3.14
Br -3.03 -2.25 4.69
Br -2.22 -3.20 1.76
H -0.88 -3.13 3.84
C -5.81 5.82 3.21
Br -4.07 5.53 3.99
Br -7.01 6.69 4.44
Br -5.68 6.76 1.54
H -6.22 4.84 3.00
C -0.03 -6.41 -3.16
Br -1.13 -5.03 -3.93
Br -0.90 -8.13 -3.22
Br 1.71 -6.47 -3.99
H 0.12 -6.16 -2.12
C 3.82 -2.61 6.11
Br 2.54 -1.24 6.56
Br 5.42 -2.46 7.17
Br 3.04 -4.37 6.24
H 4.09 -2.45 5.07
C -6.15 3.25 -7.97
Br -7.63 3.20 -6.74
Br -4.46 3.34 -7.06
Br -6.20 1.75 -9.19
H -6.25 4.14 -8.56
C -5.67 -5.72 5.47
Br -6.15 -4.61 3.98
Br -4.21 -6.91 5.02
Br -5.27 -4.68 7.03
H -6.52 -6.34 5.70
C -8.83 -0.72 -7.92
Br -8.64 -1.36 -6.12
Br -8.61 -2.14 -9.21
Br -10.49 0.22 -8.17
H -8.03 -0.01 -8.09
*
```

Properties
- max |F| (eV/A) = 2.357
- E_tot (Eh) = -118170.92114
- LUMO (eV) = 0.6
- HOMO-LUMO gap (hartree) = 0.21876

Mulliken atomic charges, in units of e: atom 1 (N): -0.319, atom 2 (C): -0.005, atom 3 (C): -1.173, atom 4 (S): 1.216, atom 5 (O): -0.691, atom 6 (O): -0.643, atom 7 (N): -0.368, atom 8 (S): 0.630, atom 9 (O): -0.552, atom 10 (O): -0.642, atom 11 (P): 0.230, atom 12 (N): -0.488, atom 13 (O): -0.559, atom 14 (H): 0.184, atom 15 (H): 0.002, atom 16 (H): 0.415, atom 17 (H): 0.085, atom 18 (H): 0.439, atom 19 (H): 0.444, atom 20 (H): 0.267, atom 21 (H): 0.251, atom 22 (H): 0.373, atom 23 (C): 0.553, atom 24 (Br): -0.010, atom 25 (Br): 0.124, atom 26 (Br): -0.039, atom 27 (H): -0.551, atom 28 (C): -0.036, atom 29 (Br): 0.061, atom 30 (Br): 0.084, atom 31 (Br): -0.087, atom 32 (H): -0.002, atom 33 (C): -0.321, atom 34 (Br): 0.036, atom 35 (Br): -0.052, atom 36 (Br): -0.053, atom 37 (H): 0.360, atom 38 (C): -0.388, atom 39 (Br): 0.122, atom 40 (Br): -0.091, atom 41 (Br): 0.054, atom 42 (H): 0.291, atom 43 (C): -0.325, atom 44 (Br): 0.031, atom 45 (Br): 0.038, atom 46 (Br): -0.015, atom 47 (H): 0.325, atom 48 (C): 0.207, atom 49 (Br): 0.059, atom 50 (Br): 0.020, atom 51 (Br): -0.044, atom 52 (H): -0.259, atom 53 (C): 0.147, atom 54 (Br): 0.002, atom 55 (Br): -0.020, atom 56 (Br): -0.005, atom 57 (H): -0.203, atom 58 (C): -0.359, atom 59 (Br): 0.019, atom 60 (Br): 0.055, atom 61 (Br): -0.044, atom 62 (H): 0.346, atom 63 (C): -0.507, atom 64 (Br): 0.072, atom 65 (Br): -0.003, atom 66 (Br): 0.036, atom 67 (H): 0.418, atom 68 (C): -0.139, atom 69 (Br): 0.018, atom 70 (Br): -0.046, atom 71 (Br): -0.028, atom 72 (H): 0.171, atom 73 (C): -0.330, atom 74 (Br): 0.050, atom 75 (Br): -0.050, atom 76 (Br): -0.011, atom 77 (H): 0.328, atom 78 (C): 0.047, atom 79 (Br): -0.011, atom 80 (Br): -0.099, atom 81 (Br): -0.057, atom 82 (H): 0.080, atom 83 (C): -0.284, atom 84 (Br): -0.017, atom 85 (Br): -0.007, atom 86 (Br): -0.067, atom 87 (H): 0.345, atom 88 (C): -0.317, atom 89 (Br): -0.001, atom 90 (Br): -0.008, atom 91 (Br): -0.022, atom 92 (H): 0.330, atom 93 (C): 0.438, atom 94 (Br): -0.005, atom 95 (Br): -0.027, atom 96 (Br): -0.031, atom 97 (H): -0.388

---

Density functional theory data (ωB97M-V/def2-TZVPD) for a molecular structure, C16H20BrFeN3O5Se.

The geometry in ORCA input format:
```
! RIJCOSX wB97M-V def2-TZVPD def2/J DEFGRID3
* xyz 0 5
Fe -0.68 0.08 -1.65
C 3.21 -1.83 -3.74
N 3.19 -1.72 -2.28
C 4.22 -2.47 -1.57
C 2.07 -1.28 -1.68
O 1.09 -0.93 -2.34
C 2.06 -1.24 -0.17
O 0.92 -0.58 0.30
C 1.11 0.65 0.98
C 1.04 1.81 0.00
O 0.86 1.60 -1.20
N 1.18 3.04 0.52
C 1.07 4.22 -0.34
C 1.44 3.25 1.94
H 4.22 -1.63 -4.09
H 2.53 -1.10 -4.16
H 2.91 -2.83 -4.06
H 5.18 -2.30 -2.05
H 4.01 -3.54 -1.59
H 4.31 -2.15 -0.53
H 2.98 -0.78 0.21
H 2.02 -2.27 0.20
H 2.04 0.65 1.54
H 0.27 0.74 1.66
H 0.82 3.90 -1.34
H 2.01 4.77 -0.35
H 0.28 4.86 0.04
H 0.77 2.65 2.56
H 1.26 4.30 2.16
H 2.48 3.02 2.21
Br -6.25 -2.57 4.40
C -5.01 -1.98 3.09
C -4.83 -2.74 1.94
C -3.91 -2.31 1.00
C -3.18 -1.14 1.20
C -3.39 -0.39 2.35
C -4.30 -0.81 3.31
C -2.18 -0.69 0.18
O -1.90 -1.45 -0.78
O -1.65 0.44 0.30
H -5.41 -3.64 1.79
H -3.74 -2.87 0.09
H -2.84 0.53 2.48
H -4.47 -0.24 4.21
Se -3.44 3.55 -1.74
C -2.49 2.18 -2.30
N -1.87 1.26 -2.71
*
```

Properties
- energy relative to the best compared isomer or geometry (same formula, charge and spin) (eV) = 0.277
- max |F| (eV/A) = 0.541
- E_tot (Eh) = -7401.40127
- LUMO (alpha / beta) (eV) = 0.0 / 0.0
- <S²> = 6.0093
- HOMO-LUMO gap (alpha / beta) (hartree) = 0.26419 / 0.26604

Mulliken atomic charges, in units of e: atom 1 (Fe): 0.813, atom 2 (C): -1.007, atom 3 (N): 0.081, atom 4 (C): -0.880, atom 5 (C): 0.898, atom 6 (O): -0.842, atom 7 (C): -0.999, atom 8 (O): -0.245, atom 9 (C): -1.293, atom 10 (C): 1.212, atom 11 (O): -0.784, atom 12 (N): 0.136, atom 13 (C): -1.023, atom 14 (C): -0.938, atom 15 (H): 0.350, atom 16 (H): 0.292, atom 17 (H): 0.335, atom 18 (H): 0.298, atom 19 (H): 0.309, atom 20 (H): 0.331, atom 21 (H): 0.461, atom 22 (H): 0.477, atom 23 (H): 0.661, atom 24 (H): 0.356, atom 25 (H): 0.299, atom 26 (H): 0.349, atom 27 (H): 0.359, atom 28 (H): 0.344, atom 29 (H): 0.354, atom 30 (H): 0.292, atom 31 (Br): -0.201, atom 32 (C): 0.164, atom 33 (C): -0.549, atom 34 (C): -0.252, atom 35 (C): 0.033, atom 36 (C): -0.235, atom 37 (C): -0.644, atom 38 (C): 1.166, atom 39 (O): -0.920, atom 40 (O): -0.653, atom 41 (H): 0.416, atom 42 (H): 0.408, atom 43 (H): 0.427, atom 44 (H): 0.412, atom 45 (Se): -0.278, atom 46 (C): 0.466, atom 47 (N): -0.756

---

Density functional theory data (ωB97M-V/def2-TZVPD) for a molecular structure, C65H45N11STi.

The geometry in ORCA input format:
```
! RIJCOSX wB97M-V def2-TZVPD def2/J DEFGRID3
* xyz 0 1
Ti 0.21 0.26 0.48
C 3.50 -6.19 2.93
C 3.80 -5.42 1.81
C 3.09 -4.26 1.55
C 2.06 -3.86 2.39
C 1.76 -4.63 3.51
C 2.48 -5.79 3.78
C 1.34 -2.60 2.09
C 0.04 -2.64 1.66
C -0.82 -3.77 1.79
C -2.09 -3.33 1.64
C -2.01 -1.92 1.33
N -0.72 -1.52 1.27
C -3.13 -1.13 1.05
C -2.95 0.11 0.47
C -4.04 0.85 -0.19
C -3.49 1.79 -0.95
C -2.01 1.76 -0.77
C -1.43 3.09 -0.36
C -1.96 4.33 -1.00
C -3.21 4.85 -0.66
C -3.68 6.02 -1.26
C -2.91 6.69 -2.19
C -1.66 6.19 -2.53
C -1.19 5.02 -1.94
C -0.45 3.20 0.55
N 0.23 2.16 1.21
C 1.04 2.76 2.17
C 1.88 2.13 3.03
C 2.71 2.93 3.98
C 3.69 3.80 3.52
C 4.47 4.53 4.41
C 4.28 4.39 5.78
C 3.31 3.51 6.25
C 2.53 2.79 5.35
C 2.08 0.71 3.02
C 3.08 0.03 3.74
C 3.04 -1.29 3.32
C 2.00 -1.39 2.39
N 1.42 -0.14 2.18
C 0.86 4.20 2.10
C 0.00 4.47 1.11
N -1.78 0.71 0.25
C -4.49 -1.70 1.26
C -4.98 -1.89 2.55
C -6.24 -2.44 2.77
C -7.03 -2.81 1.69
C -6.56 -2.62 0.40
C -5.30 -2.08 0.19
H 4.05 -7.09 3.13
H 4.60 -5.73 1.14
H 3.33 -3.65 0.68
H 0.98 -4.30 4.19
H 2.24 -6.38 4.66
H -0.50 -4.77 2.04
H -3.01 -3.89 1.74
H -5.08 0.59 -0.10
H -4.00 2.46 -1.62
H -3.81 4.35 0.08
H -4.65 6.41 -0.97
H -3.27 7.60 -2.65
H -1.04 6.70 -3.25
H -0.22 4.62 -2.21
H 3.85 3.90 2.45
H 5.23 5.20 4.03
H 4.89 4.95 6.47
H 3.15 3.40 7.31
H 1.77 2.11 5.72
H 3.74 0.48 4.46
H 3.63 -2.11 3.69
H 1.34 4.90 2.76
H -0.37 5.43 0.80
H -4.36 -1.60 3.39
H -6.60 -2.58 3.78
H -8.01 -3.23 1.85
H -7.17 -2.91 -0.45
H -4.93 -1.94 -0.82
S 3.77 3.30 -5.64
N 4.44 2.81 -4.25
C 3.45 2.38 -3.49
C 3.57 1.89 -2.14
C 4.77 1.84 -1.43
C 4.74 1.38 -0.14
C 3.53 0.98 0.43
N 2.38 1.03 -0.23
C 2.39 1.46 -1.50
C 1.10 1.47 -2.17
N 0.08 0.93 -1.46
C -1.29 1.12 -1.97
C -1.40 1.84 -3.28
C -0.34 2.22 -3.98
C 0.98 2.05 -3.42
C 2.16 2.48 -4.09
N 2.22 2.99 -5.32
H 5.68 2.17 -1.91
H 5.64 1.32 0.46
H 3.52 0.60 1.43
H -1.75 0.14 -2.09
H -2.41 1.99 -3.66
H -0.44 2.71 -4.94
C -2.73 -5.03 -5.80
C -2.33 -3.95 -4.83
C -2.97 -3.79 -3.61
C -2.55 -2.80 -2.74
N -1.54 -1.97 -3.00
C -0.92 -2.12 -4.17
C -1.28 -3.08 -5.11
H -3.75 -5.36 -5.61
H -2.07 -5.89 -5.70
H -2.66 -4.67 -6.82
H -3.80 -4.44 -3.33
H -3.03 -2.66 -1.78
H -0.11 -1.43 -4.37
H -0.74 -3.14 -6.04
N 2.74 -2.79 -1.95
C 1.56 -3.48 -1.88
C 0.74 -2.72 -1.12
N 1.39 -1.57 -0.72
C 2.59 -1.65 -1.25
H 3.57 -3.06 -2.45
H 1.41 -4.43 -2.36
H -0.28 -2.90 -0.84
H 3.40 -0.94 -1.13
*
```

Properties
- max |F| (eV/A) = 0.484
- E_tot (Eh) = -4354.11938
- LUMO (eV) = -0.4
- HOMO-LUMO gap (hartree) = 0.19267

Mulliken atomic charge list, values in e, 99 entries: atom 1 (Ti): -1.179, atom 2 (C): -0.432, atom 3 (C): -0.937, atom 4 (C): 0.058, atom 5 (C): -1.088, atom 6 (C): 0.261, atom 7 (C): -0.899, atom 8 (C): 1.933, atom 9 (C): -0.567, atom 10 (C): -1.165, atom 11 (C): -2.030, atom 12 (C): 0.792, atom 13 (N): 1.087, atom 14 (C): 0.430, atom 15 (C): 0.112, atom 16 (C): -1.370, atom 17 (C): -1.707, atom 18 (C): 1.364, atom 19 (C): 1.026, atom 20 (C): -0.733, atom 21 (C): -0.102, atom 22 (C): -0.828, atom 23 (C): -0.518, atom 24 (C): -0.958, atom 25 (C): 0.145, atom 26 (C): 0.066, atom 27 (N): 1.938, atom 28 (C): 0.242, atom 29 (C): 1.262, atom 30 (C): -0.255, atom 31 (C): -0.092, atom 32 (C): -0.922, atom 33 (C): -0.381, atom 34 (C): -0.878, atom 35 (C): 0.097, atom 36 (C): -0.387, atom 37 (C): -1.445, atom 38 (C): -1.427, atom 39 (C): -0.053, atom 40 (N): 0.920, atom 41 (C): -1.968, atom 42 (C): -1.876, atom 43 (N): 0.671, atom 44 (C): -0.524, atom 45 (C): -0.172, atom 46 (C): -0.862, atom 47 (C): -0.410, atom 48 (C): -1.075, atom 49 (C): 0.295, atom 50 (H): 0.390, atom 51 (H): 0.417, atom 52 (H): 0.358, atom 53 (H): 0.533, atom 54 (H): 0.402, atom 55 (H): 0.707, atom 56 (H): 0.577, atom 57 (H): 0.694, atom 58 (H): 0.778, atom 59 (H): 0.463, atom 60 (H): 0.416, atom 61 (H): 0.396, atom 62 (H): 0.425, atom 63 (H): 0.491, atom 64 (H): 0.465, atom 65 (H): 0.388, atom 66 (H): 0.387, atom 67 (H): 0.390, atom 68 (H): 0.452, atom 69 (H): 0.551, atom 70 (H): 0.607, atom 71 (H): 0.599, atom 72 (H): 0.548, atom 73 (H): 0.487, atom 74 (H): 0.391, atom 75 (H): 0.396, atom 76 (H): 0.404, atom 77 (H): 0.572, atom 78 (S): 0.036, atom 79 (N): -0.745, atom 80 (C): 0.734, atom 81 (C): 0.754, atom 82 (C): -0.874, atom 83 (C): -1.233, atom 84 (C): 0.140, atom 85 (N): 1.185, atom 86 (C): -0.829, atom 87 (C): -0.665, atom 88 (N): 1.377, atom 89 (C): 0.949, atom 90 (C): -1.165, atom 91 (C): -1.391, atom 92 (C): 0.730, atom 93 (C): 0.785, atom 94 (N): -0.712, atom 95 (H): 0.558, atom 96 (H): 0.541, atom 97 (H): 0.011, atom 98 (H): -0.714, atom 99 (H): 0.488

---

Density functional theory data (ωB97M-V/def2-TZVPD) for 2 unconnected molecules or ions with the total composition C4H12 in a non-equilibrium geometry.

The geometry in ORCA input format:
```
! RIJCOSX wB97M-V def2-TZVPD def2/J DEFGRID3
* xyz 0 1
C -2.42 -0.45 -0.02
C -1.30 0.65 0.02
H -2.45 -0.78 -1.07
H -2.16 -1.19 0.78
H -3.36 0.07 0.16
H -1.80 1.62 0.13
H -0.49 0.45 0.72
H -0.81 0.57 -0.93
C 1.45 -0.54 -0.42
C 2.22 0.31 0.57
H 0.47 -1.05 -0.35
H 1.17 0.20 -1.20
H 2.05 -1.39 -0.75
H 2.97 -0.32 1.06
H 1.65 0.82 1.33
H 2.80 1.02 -0.03
*
```

Properties
- energy relative to the best compared isomer or geometry (same formula, charge and spin) (eV) = 1.107
- max |F| (eV/A) = 2.057
- structure (SMILES) = CC.CC
- E_tot (Eh) = -159.54431
- LUMO (eV) = 1.2
- HOMO-LUMO gap (hartree) = 0.45256

Mulliken atomic charges, in units of e: atom 1 (C): -0.863, atom 2 (C): -0.560, atom 3 (H): 0.234, atom 4 (H): 0.291, atom 5 (H): 0.322, atom 6 (H): 0.362, atom 7 (H): 0.066, atom 8 (H): 0.155, atom 9 (C): -0.904, atom 10 (C): -0.793, atom 11 (H): 0.292, atom 12 (H): 0.278, atom 13 (H): 0.298, atom 14 (H): 0.277, atom 15 (H): 0.318, atom 16 (H): 0.228

---

Density functional theory data (ωB97M-V/def2-TZVPD) for 2 unconnected molecules or ions with the total composition C5H4 in a non-equilibrium geometry.

The geometry in ORCA input format:
```
! RIJCOSX wB97M-V def2-TZVPD def2/J DEFGRID3
* xyz 0 1
C -3.06 -0.47 0.72
C -2.43 -0.35 -0.35
C 1.51 -0.16 -0.47
C -1.83 -0.20 -1.52
C 0.22 0.17 -0.62
H -3.03 -0.49 1.77
H 1.84 -0.91 -1.11
H -0.31 0.77 0.05
H 2.21 0.45 -0.05
*
```

Properties
- energy relative to the best compared isomer or geometry (same formula, charge and spin) (eV) = 6.195
- max |F| (eV/A) = 5.058
- E_tot (Eh) = -192.56647
- LUMO (alpha / beta) (eV) = -1.6 / -1.6
- HOMO-LUMO gap (alpha / beta) (hartree) = 0.25433 / 0.25428

Mulliken atomic charges, in units of e: atom 1 (C): -0.249, atom 2 (C): 0.396, atom 3 (C): -0.578, atom 4 (C): -0.491, atom 5 (C): -0.242, atom 6 (H): 0.311, atom 7 (H): 0.256, atom 8 (H): 0.277, atom 9 (H): 0.320

---

Density functional theory data (ωB97M-V/def2-TZVPD) for 2 unconnected molecules or ions with the total composition C6H18N4 in a non-equilibrium geometry.

The geometry in ORCA input format:
```
! RIJCOSX wB97M-V def2-TZVPD def2/J DEFGRID3
* xyz 2 1
C -1.11 2.00 -1.90
C -1.63 2.96 -2.83
C -0.07 -1.42 0.90
C 2.95 2.03 -1.12
C -0.55 -2.48 3.10
C -0.91 -3.67 0.98
N 0.16 2.07 -1.53
N 0.65 1.29 -0.57
N 1.89 1.38 -0.32
N -0.41 -2.51 1.71
H -1.65 1.19 -1.42
H -2.12 2.40 -3.71
H -0.90 3.86 -3.07
H -2.54 3.28 -2.42
H -0.61 -1.10 0.00
H 0.00 -0.53 1.66
H 1.01 -1.53 0.55
H 3.80 1.18 -1.24
H 2.50 2.15 -2.11
H 3.40 2.92 -0.80
H -1.44 -2.00 3.50
H -0.52 -3.44 3.56
H 0.27 -1.93 3.53
H -0.31 -3.75 0.01
H -0.86 -4.56 1.49
H -1.96 -3.36 0.62
H 0.91 2.77 -1.88
H 2.32 1.04 0.61
*
```

Properties
- energy relative to the best compared isomer or geometry (same formula, charge and spin) (eV) = 5.601
- max |F| (eV/A) = 5.224
- E_tot (Eh) = -457.62620
- LUMO (alpha / beta) (eV) = -7.4 / -9.5
- HOMO-LUMO gap (alpha / beta) (hartree) = 0.38920 / 0.18809

Mulliken atomic charges, in units of e: atom 1 (C): 0.094, atom 2 (C): -0.976, atom 3 (C): -0.947, atom 4 (C): -0.666, atom 5 (C): -0.830, atom 6 (C): -0.777, atom 7 (N): 0.002, atom 8 (N): -0.135, atom 9 (N): -0.155, atom 10 (N): 0.258, atom 11 (H): 0.407, atom 12 (H): 0.317, atom 13 (H): 0.275, atom 14 (H): 0.353, atom 15 (H): 0.407, atom 16 (H): 0.374, atom 17 (H): 0.353, atom 18 (H): 0.302, atom 19 (H): 0.266, atom 20 (H): 0.306, atom 21 (H): 0.382, atom 22 (H): 0.323, atom 23 (H): 0.409, atom 24 (H): 0.333, atom 25 (H): 0.372, atom 26 (H): 0.345, atom 27 (H): 0.298, atom 28 (H): 0.312